Entry from the OMol25 dataset: a cluster of 3 separate species, C23H48IN4O3S in total at a distorted geometry (ωB97M-V/def2-TZVPD).

The geometry in XYZ format:
```
80
Properties=species:S:1:pos:R:3:forces:R:3
C 1.61388 -0.56581 2.30540 0.1 0.9 -0.4
C 1.76911 0.93296 1.88790 -0.5 0.0 -0.1
C 1.36009 1.23026 0.40510 1.1 0.7 0.7
C 2.25380 2.37465 -0.21374 -0.7 -0.6 -0.2
C 2.46163 2.19358 -1.75377 0.3 0.6 0.2
C 1.60145 3.15452 -2.63542 -0.3 -1.3 0.0
C 0.12890 3.28855 -2.14083 -0.5 0.7 -0.4
C -0.21737 4.67159 -1.46963 0.1 -0.4 -0.1
C -0.82022 4.57414 -0.03521 0.1 0.9 -0.2
C -2.38326 4.68482 0.01962 0.4 -1.6 -0.3
C -2.98187 3.57771 0.95965 -0.6 1.9 0.3
N -3.67671 2.50509 0.24663 0.0 -0.6 -0.3
C -2.81137 1.78842 -0.67676 0.2 -1.2 0.4
C -3.59942 0.73329 -1.51978 0.4 2.1 -0.7
N -4.84464 0.23082 -0.83610 0.3 -0.2 -0.8
S -5.19760 -1.39121 -1.50608 -0.4 -0.6 0.0
C -4.65160 0.18346 0.63486 0.2 0.3 2.1
C -5.89871 -0.35199 1.40851 -0.1 -0.2 0.0
C -5.52082 -1.51186 2.37052 0.5 3.1 0.2
O -5.83287 -2.59331 2.14878 -0.9 -3.3 -0.7
I -4.39134 -1.11581 4.17686 0.0 0.4 -0.3
C -4.29171 1.58356 1.23224 0.3 0.8 -0.7
H 0.61335 -0.67177 2.75931 0.6 -0.4 -0.1
H 1.71315 -1.21648 1.41861 -0.1 0.2 0.4
H 2.42929 -0.82041 2.99958 -0.6 -0.1 0.0
H 2.79546 1.28992 2.08455 -0.4 -0.3 -0.2
H 1.10096 1.54306 2.52909 0.5 -0.2 -0.1
H 0.31841 1.59802 0.42596 0.2 -0.6 -0.4
H 1.49102 0.31720 -0.20270 -0.3 0.3 0.2
H 3.22285 2.36576 0.30944 -0.4 0.1 -0.2
H 1.72417 3.32319 -0.00256 0.6 -0.2 -0.1
H 2.27508 1.12794 -1.99088 -0.1 0.5 -0.1
H 3.52238 2.36977 -2.02025 -0.5 -0.1 0.2
H 2.08811 4.13771 -2.75392 -0.3 -0.4 0.2
H 1.55170 2.68811 -3.63974 0.2 0.4 0.3
H -0.53355 3.18860 -3.02792 0.3 0.0 0.4
H -0.17214 2.47507 -1.45577 0.5 0.2 -0.3
H -0.92293 5.20579 -2.13341 0.3 -0.1 0.4
H 0.70961 5.27028 -1.45621 -0.4 -0.2 0.1
H -0.47919 3.64972 0.47051 -0.2 0.3 -0.3
H -0.37785 5.40275 0.55263 -0.3 -0.4 -0.1
H -2.73314 5.69182 0.28716 0.2 -0.4 0.0
H -2.78653 4.45730 -0.98916 0.1 0.4 0.4
H -2.20637 3.22775 1.67502 -0.3 -0.2 -0.4
H -3.75526 4.08959 1.57098 0.3 -0.5 -0.1
H -2.34349 2.44476 -1.42683 -0.1 -0.1 0.6
H -2.01508 1.25910 -0.09847 -0.1 0.2 -0.5
H -2.95138 -0.08502 -1.86376 -0.4 0.1 0.6
H -3.94871 1.26371 -2.42686 0.0 -0.4 0.4
H -5.65424 0.82888 -1.04081 0.4 0.1 0.0
H -4.83030 -1.18351 -2.80765 -0.1 0.4 0.7
H -3.76508 -0.45634 0.81092 -0.5 0.0 -0.3
H -6.66938 -0.78118 0.73717 0.5 0.1 0.2
H -6.41170 0.45687 1.95726 0.5 -0.3 -0.1
H -5.18540 2.11806 1.60230 0.3 -0.5 0.0
H -3.60030 1.41656 2.09006 -0.4 -0.1 -0.3
C 2.35331 -2.76639 -1.65364 0.0 0.1 -0.1
O 3.26185 -2.81219 -0.84383 -0.7 0.2 -0.2
N 1.13825 -3.34148 -1.50385 0.1 0.2 -0.1
C 0.11074 -3.24077 -2.51869 0.1 -0.1 0.2
C 0.85741 -4.08422 -0.28713 0.3 0.1 0.1
H 2.45864 -2.23033 -2.61199 0.0 0.0 0.0
H -0.77216 -2.75354 -2.09403 -0.1 0.0 -0.1
H -0.16102 -4.24119 -2.86174 -0.1 0.1 -0.1
H 0.46448 -2.65828 -3.36827 0.1 0.0 0.1
H 0.96683 -3.42185 0.57358 0.0 -0.1 0.1
H 1.57655 -4.89907 -0.19296 -0.1 0.0 0.2
H -0.15238 -4.48882 -0.31013 0.0 0.0 -0.1
C 6.35703 -6.16495 1.44023 0.0 0.0 0.0
O 6.64118 -6.81840 2.42647 -0.1 0.1 0.0
N 5.85696 -4.91119 1.45682 0.1 -0.2 -0.3
C 5.53635 -4.18456 0.23859 -0.1 0.0 0.5
C 5.63238 -4.26818 2.73775 0.1 -0.3 0.0
H 6.49036 -6.56245 0.41891 0.0 0.1 0.0
H 6.13116 -3.26860 0.20210 -0.1 0.0 -0.2
H 4.47784 -3.92750 0.24059 0.4 0.0 -0.1
H 5.75626 -4.78854 -0.64103 0.0 0.0 0.1
H 6.57496 -4.20644 3.28442 -0.1 0.0 0.1
H 4.93082 -4.86309 3.32572 0.0 0.1 0.1
H 5.22936 -3.26796 2.58969 0.0 0.0 -0.1
```
Forces are in eV/Å.

For the calculated total energy, the calculation gives -2045.4479 Eh. The HOMO-LUMO gap comes out at 6.11 eV. For the maximum force, the calculation gives 0.06807 hartree/bohr. Its charge is +1.

=====

Entry from the OMol25 dataset: a cluster of 3 separate species, C23H48N3O2 in total at a distorted geometry (ωB97M-V/def2-TZVPD).

The geometry in XYZ format:
```
76
Properties=species:S:1:pos:R:3:forces:R:3
C -2.69859 -4.82638 1.02071 -0.2 0.2 -0.1
C -2.38878 -4.79911 -0.46963 0.1 -0.5 -0.1
C -0.94337 -4.42720 -0.86432 -0.2 0.5 -0.2
C -1.11401 -3.01739 -1.36763 0.0 0.1 0.5
N -2.35510 -3.12189 -2.20107 -0.1 0.1 -0.1
C -3.29599 -3.83031 -1.26924 0.0 -0.6 0.3
H -1.92856 -5.35668 1.56727 0.2 -0.1 0.1
H -2.79676 -3.82886 1.44032 0.2 0.2 0.1
H -3.63686 -5.34436 1.19312 -0.2 -0.1 0.0
H -2.56130 -5.79971 -0.85734 -0.1 -0.2 0.0
H -0.59222 -5.08611 -1.65230 0.3 -0.1 0.0
H -0.25406 -4.40231 -0.03347 0.1 -0.3 0.2
H -1.43575 -2.45317 -0.50441 0.1 0.5 0.2
H -0.30075 -2.46879 -1.82257 0.1 -0.2 -0.5
H -2.66467 -2.20434 -2.51574 -0.2 0.0 0.0
H -2.24893 -3.71115 -3.02464 0.4 0.1 -0.1
H -3.77146 -3.10194 -0.62666 0.0 0.3 0.0
H -4.03937 -4.38188 -1.82684 -0.2 0.2 -0.2
C 0.40148 -1.64488 4.99833 -0.1 0.0 -0.1
C 0.74738 -2.18460 3.59136 -0.2 0.0 0.7
C 2.18604 -1.83073 3.19739 0.2 0.1 -0.2
C 2.40256 -0.36712 2.80973 -0.2 -0.1 0.0
C 1.38546 0.05852 1.75357 0.4 0.0 0.0
C -0.05516 -0.18714 2.18857 -0.5 0.5 0.3
N -0.18919 -1.63536 2.55632 0.9 0.0 -0.5
O -0.30044 -2.39962 1.53189 -0.5 0.0 -0.1
C -0.43790 0.74777 3.34362 0.1 -0.1 0.1
C -1.01546 0.13256 1.05289 -0.1 -0.1 -0.1
C 0.59152 -3.69705 3.61871 0.0 -0.2 -0.1
H -0.61485 -1.25859 5.03924 0.0 0.0 0.0
H 0.46163 -2.44625 5.73168 0.1 -0.1 0.0
H 1.07872 -0.85715 5.32543 0.0 0.0 0.0
H 2.47323 -2.45790 2.34748 -0.1 0.0 0.0
H 2.83876 -2.10885 4.02632 0.0 0.0 0.0
H 2.34840 0.28486 3.68441 0.0 0.0 0.0
H 3.41114 -0.25264 2.41126 0.0 0.0 0.0
H 1.49403 1.12000 1.52166 0.0 0.0 0.0
H 1.58178 -0.48694 0.82576 -0.1 -0.1 0.0
H -1.44123 0.52602 3.70766 0.0 0.0 0.0
H -0.43263 1.77296 2.97509 0.0 0.0 -0.1
H 0.24571 0.71072 4.18502 0.0 0.0 0.0
H -0.77091 -0.40700 0.14550 0.0 -0.1 -0.1
H -0.95513 1.19592 0.82477 0.0 0.0 0.0
H -2.04474 -0.09757 1.33706 0.0 0.0 0.0
H -0.43935 -3.98282 3.83335 0.0 0.0 0.0
H 1.22833 -4.08977 4.40917 0.0 0.0 0.1
H 0.89294 -4.15841 2.68078 0.0 0.0 0.0
C 0.70581 4.70150 -4.26821 0.1 -0.2 0.0
C -0.20254 4.11505 -3.16229 0.2 0.3 -0.6
C -0.14253 4.96689 -1.89088 0.0 0.0 0.3
C 1.14772 4.81239 -1.08514 0.0 -0.1 -0.1
C 1.43742 3.33890 -0.80434 -0.2 0.2 0.2
C 1.46900 2.49326 -2.07665 0.6 -0.1 -0.3
N 0.19070 2.70773 -2.82646 -0.1 0.4 0.8
O -0.77424 2.01384 -2.35214 -0.2 -0.3 -0.2
C 2.70827 2.83925 -2.91193 -0.1 0.0 -0.1
C 1.55164 1.01941 -1.73181 0.0 -0.3 0.1
C -1.62879 4.09759 -3.68835 -0.2 0.0 0.0
H 1.21736 3.91648 -4.82130 0.0 0.0 0.0
H 0.10769 5.25444 -4.98968 -0.1 0.1 0.1
H 1.45652 5.38843 -3.87871 0.0 0.0 0.0
H -0.98740 4.69437 -1.25111 0.0 -0.1 0.0
H -0.28962 6.00961 -2.17742 0.0 0.0 0.0
H 1.98903 5.27818 -1.60346 0.0 0.0 0.0
H 1.04337 5.34726 -0.14046 0.0 0.0 0.0
H 2.39210 3.22183 -0.28657 0.0 0.0 0.0
H 0.66126 2.94707 -0.13702 0.0 0.0 -0.1
H 2.70201 2.29696 -3.85763 0.0 0.0 0.0
H 3.59687 2.53937 -2.35680 0.0 -0.1 0.0
H 2.81201 3.89748 -3.12731 0.0 0.0 0.0
H 0.73945 0.72585 -1.07376 0.0 0.0 0.0
H 2.49329 0.80740 -1.22421 0.1 0.1 0.0
H 1.50842 0.40682 -2.63492 0.0 0.0 0.0
H -1.71834 3.44752 -4.55934 0.0 0.0 0.0
H -1.89284 5.11131 -3.98606 0.0 0.0 0.0
H -2.33923 3.76641 -2.93559 0.0 0.0 0.0
```
Forces are in eV/Å.

For the calculated total energy, the calculation gives -1219.5737 Eh. Its expectation value of S² is 2.01. As for the multiplicity: 3. The HOMO-LUMO gap (alpha / beta) comes out at 7.45 / 8.65 eV. For the maximum force, the calculation gives 0.01950 hartree/bohr. Its charge is +1.

=====

Entry from the OMol25 dataset: a cluster of 3 separate species, C23H48N3O9S3 in total at a distorted geometry (ωB97M-V/def2-TZVPD).

The geometry in XYZ format:
```
86
Properties=species:S:1:pos:R:3:forces:R:3
C -0.46330 -1.56242 -2.64739 0.5 -1.6 -0.2
O 0.07588 -0.42669 -1.88628 -2.5 -0.5 -0.9
C -0.94323 0.58850 -1.58459 0.8 1.9 1.3
C -0.64700 1.89431 -2.53847 -0.6 -0.2 -0.7
C -1.99856 2.76029 -2.87698 0.7 -0.7 -2.0
S -2.86989 3.48978 -1.38865 0.3 5.4 3.9
O -1.96382 3.38334 -0.10669 -2.7 -1.1 -4.2
O -3.06627 5.02422 -1.62885 0.5 -5.0 -0.3
N -4.41914 2.77871 -1.01103 0.6 -0.4 -3.5
S -5.43370 2.59845 -2.42047 -3.3 5.7 0.3
O -6.93621 2.95043 -2.09373 5.3 -2.3 -0.6
O -5.04431 3.48104 -3.63007 0.0 -3.8 2.9
C -5.43759 0.73104 -2.82181 -0.3 -0.7 -0.9
S -5.65915 -0.18886 -1.16623 0.5 2.7 7.0
O -4.32882 -0.28822 -0.35177 -4.1 -0.4 -3.8
O -6.77924 0.50371 -0.29589 3.6 -2.9 -4.0
H -0.19877 -2.53954 -2.02527 -0.8 2.0 -1.4
H -1.61453 -1.52878 -2.85113 2.1 0.2 0.6
H 0.06168 -1.72394 -3.70476 -0.9 0.7 2.2
H -0.75726 0.95569 -0.46381 -0.5 -0.9 -2.4
H -2.05040 0.21188 -1.61541 2.1 0.6 -0.2
H -0.26257 1.46033 -3.58017 -0.8 1.0 2.1
H 0.18105 2.62086 -2.13236 -1.7 -1.6 -0.5
H -2.75322 2.09019 -3.51413 1.5 1.5 1.6
H -1.71419 3.67160 -3.59368 -0.8 -1.8 1.9
H -6.41450 0.52273 -3.44930 2.0 0.5 1.2
H -4.44396 0.41421 -3.37347 -2.0 0.5 1.3
H -6.11905 -1.52704 -1.38233 0.5 1.4 -0.5
C 3.85705 -5.22512 -5.18743 0.2 -0.2 0.0
C 3.42143 -4.15725 -4.15070 0.5 0.2 -2.0
C 4.66995 -3.44714 -3.56449 -0.1 0.0 0.3
C 5.43398 -4.29854 -2.55865 0.0 0.0 0.0
C 4.50332 -4.79399 -1.45576 0.0 0.3 -0.2
C 3.26066 -5.54191 -1.99711 0.2 -1.8 0.8
N 2.55798 -4.79091 -3.09714 -0.9 4.2 2.6
O 1.81583 -3.75939 -2.49058 1.6 -3.0 -1.8
C 3.68664 -6.94826 -2.50470 0.3 -0.1 -0.2
C 2.31597 -5.87050 -0.79490 -0.3 0.8 -0.3
C 2.64952 -3.11483 -5.03077 -0.3 0.0 0.8
H 2.98688 -5.72512 -5.62843 0.1 0.1 0.2
H 4.41564 -4.76253 -6.01285 -0.2 0.1 0.3
H 4.51942 -5.98910 -4.79216 0.0 -0.1 0.1
H 4.36941 -2.51555 -3.06718 -0.2 -0.2 -0.1
H 5.35262 -3.15188 -4.37130 -0.3 -0.1 -0.1
H 5.91999 -5.13979 -3.06334 0.0 0.0 0.0
H 6.23841 -3.70202 -2.11269 -0.1 -0.1 -0.1
H 5.07006 -5.44541 -0.77781 -0.3 -0.1 -0.1
H 4.18689 -3.93186 -0.85430 -0.2 -0.1 -0.1
H 2.89808 -7.41439 -3.10222 0.0 0.1 0.0
H 3.89270 -7.62715 -1.66576 -0.2 0.4 0.0
H 4.60927 -6.94384 -3.08750 -0.1 0.1 -0.1
H 2.01056 -4.97401 -0.24185 0.0 -0.1 -0.4
H 2.81815 -6.51690 -0.06501 0.2 0.1 -0.4
H 1.41276 -6.39352 -1.13094 0.2 0.1 0.0
H 1.73396 -3.55066 -5.45045 0.2 0.0 0.2
H 3.26671 -2.77789 -5.87370 0.1 -0.3 0.3
H 2.37620 -2.21082 -4.47399 0.0 -0.3 0.1
C -2.09016 2.38912 6.28343 -0.2 0.1 0.0
C -0.63748 2.91273 6.14030 -0.9 -1.0 1.4
C -0.50880 4.30797 6.80620 0.1 0.1 -0.3
C -1.13128 5.43009 5.98539 0.0 0.0 0.0
C -0.57055 5.43404 4.56641 0.1 -0.1 0.3
C -0.71228 4.06837 3.85120 -1.3 0.5 -1.7
N -0.23558 2.91405 4.69270 4.8 1.7 0.8
O 1.17188 2.91994 4.65086 -3.7 -0.5 0.0
C -2.19746 3.85062 3.44657 -0.2 0.1 0.1
C 0.02182 4.15105 2.47280 0.6 -0.3 0.5
C 0.18418 1.89483 7.00388 0.5 0.3 -0.6
H -2.19695 1.39413 5.83594 0.1 0.2 0.0
H -2.36954 2.29807 7.34220 0.3 0.0 -0.2
H -2.84466 3.03671 5.84754 0.1 0.0 -0.2
H 0.55053 4.54762 6.96710 0.0 -0.2 -0.1
H -0.97045 4.29763 7.80165 0.0 -0.3 -0.1
H -2.22161 5.33195 5.97156 0.1 0.0 0.0
H -0.91593 6.39336 6.46243 -0.1 -0.1 0.0
H -1.07515 6.21778 3.98651 0.0 -0.3 -0.1
H 0.48749 5.72336 4.61131 0.0 -0.2 0.0
H -2.38515 2.81364 3.15399 0.1 0.1 0.0
H -2.47032 4.47758 2.58654 0.3 -0.2 0.1
H -2.90990 4.12758 4.22545 0.1 -0.1 0.1
H 1.08013 4.42020 2.57462 -0.2 -0.2 0.2
H -0.42436 4.92364 1.83501 -0.2 -0.3 0.3
H -0.04218 3.19991 1.93105 -0.1 0.2 0.1
H 0.15782 0.88970 6.56420 0.0 0.2 0.0
H -0.22710 1.81803 8.01873 -0.2 0.2 -0.3
H 1.23309 2.19078 7.12283 -0.2 0.0 -0.3
```
Forces are in eV/Å.

For the calculated total energy, the calculation gives -2940.7494 Eh. Its expectation value of S² is 2.01. As for the multiplicity: 3. The HOMO-LUMO gap (alpha / beta) comes out at 7.85 / 6.91 eV. For the maximum force, the calculation gives 0.14572 hartree/bohr. The energy above the lowest of the compared OMol25 structures with the same formula, charge and spin comes out at 8.025 eV. Its charge is -1.

=====

Entry from the OMol25 dataset: a cluster of 6 separate species, C23H48N8O5 in total at a distorted geometry (ωB97M-V/def2-TZVPD).

The geometry in XYZ format:
```
84
Properties=species:S:1:pos:R:3:forces:R:3
N -6.90532 1.45030 1.56709 0.1 -0.1 -0.2
C -6.45038 1.76515 0.56008 -0.8 -0.2 0.9
C -5.89484 2.18729 -0.70136 0.0 -0.3 0.5
C -4.47359 1.64369 -0.80013 0.3 0.1 -1.2
C -3.65751 2.49543 0.01647 0.5 0.4 1.0
N -3.12492 3.21222 0.73974 0.2 0.0 -0.1
C -3.97128 1.59136 -2.26287 -0.6 -0.3 -0.1
C -3.66497 0.18974 -2.76790 -0.3 0.6 1.0
C -2.38755 -0.40220 -2.23432 0.5 0.1 -1.1
C -1.22000 -0.26008 -3.20573 0.2 -1.1 0.8
N -0.13509 -1.20575 -2.88889 0.1 0.6 0.1
H -5.90952 3.25385 -0.67908 0.0 0.9 -0.3
H -6.53304 1.84158 -1.48716 -0.3 -0.3 -0.6
H -4.49433 0.64766 -0.39434 0.3 -0.4 0.2
H -3.16855 2.27756 -2.43769 0.7 0.4 0.0
H -4.79032 1.93782 -2.86500 -0.4 0.5 -0.4
H -4.47791 -0.42777 -2.42613 -0.3 -0.2 -0.3
H -3.69533 0.21687 -3.83733 0.2 -0.1 -0.8
H -2.08242 -0.00086 -1.28414 -0.1 0.3 0.6
H -2.51295 -1.45535 -2.09557 -0.2 -0.8 0.2
H -0.83279 0.73650 -3.19358 0.3 0.7 -0.2
H -1.53381 -0.53865 -4.18852 -0.4 0.2 -0.8
H 0.01490 -1.13774 -1.89452 0.4 0.0 0.4
H -0.50916 -2.13121 -3.00587 -0.1 -0.5 -0.2
C 4.22921 -1.33771 -5.56336 -0.5 0.3 0.0
N 3.68982 0.01772 -5.54335 0.1 -0.3 0.1
C 2.44065 0.28011 -4.84506 0.2 0.1 -0.1
C 4.30596 1.03551 -6.15372 0.2 0.2 -0.2
O 3.90516 2.18546 -6.17209 0.0 0.1 0.0
H 3.50471 -2.00178 -6.04111 0.1 -0.1 0.0
H 4.41783 -1.68616 -4.55251 0.0 -0.1 -0.2
H 5.15976 -1.36339 -6.12526 0.0 0.0 0.0
H 1.70786 0.67336 -5.55098 -0.1 0.0 0.1
H 2.60449 1.02696 -4.06722 -0.1 0.0 0.0
H 2.05989 -0.63084 -4.39487 0.0 -0.1 0.0
H 5.24245 0.73334 -6.65552 0.0 0.0 0.0
C 6.49714 -0.71695 -0.46558 0.0 -0.3 0.0
N 6.17882 -1.88237 -1.27146 0.1 0.1 0.5
C 6.18101 -3.19819 -0.65069 0.0 0.0 -0.3
C 5.88218 -1.79456 -2.56856 0.0 0.0 -0.3
O 5.60713 -2.74755 -3.27742 0.1 -0.2 0.2
H 7.50187 -0.81681 -0.05235 0.0 0.1 0.0
H 5.78402 -0.62807 0.35461 0.0 0.1 0.0
H 6.45241 0.18353 -1.07336 0.0 0.0 0.0
H 6.90452 -3.84061 -1.15299 0.0 -0.1 0.0
H 5.19566 -3.65320 -0.74765 0.0 -0.1 0.0
H 6.43749 -3.10961 0.39836 0.0 0.1 0.1
H 5.90731 -0.75919 -2.95472 0.0 0.0 0.0
C -6.61131 -4.25739 -0.03958 0.2 0.0 -0.2
N -5.64019 -3.33762 -0.60577 -0.1 -0.4 -0.1
C -4.77532 -3.79305 -1.68540 0.0 0.2 0.1
C -5.51417 -2.08702 -0.16796 -0.1 0.4 0.3
O -4.71199 -1.27570 -0.61376 -0.2 -0.6 0.4
H -6.09848 -5.12600 0.37524 -0.1 0.0 0.0
H -7.30258 -4.58835 -0.81571 -0.1 -0.1 0.1
H -7.17507 -3.76965 0.75076 0.0 0.1 0.0
H -3.73176 -3.70778 -1.38307 0.0 0.0 0.0
H -4.92739 -3.17295 -2.56888 0.0 0.0 0.0
H -5.00017 -4.82723 -1.92518 -0.1 0.0 0.0
H -6.20803 -1.83511 0.64863 0.0 0.0 0.0
C -0.75522 5.19482 3.80954 -0.1 -0.3 -0.1
N -0.13815 3.88196 3.83682 -0.4 0.2 0.0
C -0.99185 2.70575 3.88988 0.3 0.0 0.0
C 1.18882 3.72085 3.81386 0.3 0.1 0.0
O 1.76074 2.64743 3.85161 0.0 -0.1 0.0
H -1.35942 5.33894 4.70727 0.0 0.1 0.0
H -1.39602 5.28249 2.93094 0.0 0.1 0.0
H 0.00783 5.96815 3.77004 0.1 0.0 0.0
H -0.76612 2.12205 4.78322 0.0 0.0 0.0
H -0.80752 2.08171 3.01668 -0.1 -0.1 0.0
H -2.03323 3.00999 3.90425 0.0 0.1 0.0
H 1.73897 4.67645 3.76874 0.0 0.0 0.0
C 2.11844 0.13519 7.98432 0.1 0.2 -0.2
N 3.04572 -0.03689 6.88526 -0.3 0.4 0.3
C 3.37008 1.10973 6.04432 0.2 -0.3 0.0
C 3.61494 -1.21632 6.61717 0.1 -0.4 0.0
O 4.40021 -1.41763 5.71133 0.1 0.0 -0.1
H 1.15207 0.47224 7.60422 -0.1 0.0 0.1
H 2.50474 0.88003 8.68294 -0.1 0.0 0.1
H 1.98101 -0.80527 8.51256 0.0 0.0 0.0
H 3.09738 0.90032 5.01452 0.0 0.1 -0.1
H 4.44333 1.29985 6.08656 0.0 0.1 0.0
H 2.83065 1.98573 6.38656 -0.1 0.0 0.0
H 3.30237 -2.01609 7.31167 0.0 0.0 0.0
```
Forces are in eV/Å.

For the calculated total energy, the calculation gives -1719.3866 Eh. The HOMO-LUMO gap comes out at 8.90 eV. For the maximum force, the calculation gives 0.02636 hartree/bohr. The SMILES is N#CC[C@H](C#N)CCCCN.CN(C)C=O.CN(C)C=O.CN(C)C=O.CN(C)C=O.CN(C)C=O. The energy above the lowest of the compared OMol25 structures with the same formula, charge and spin comes out at 0.000 eV.